ORCA calculation (wB97M-V/def2-TZVPD) on a structure of composition C48H34AsF5NO11STeV.

Atoms and positions in Å:
V 1.423 0.030 0.304
C -5.420 1.005 -1.665
C -3.974 0.996 -1.254
C -3.369 2.120 -0.701
C -2.027 2.129 -0.354
C -1.410 3.399 0.156
O -0.317 3.775 -0.189
C -2.249 4.178 1.122
C -2.697 5.450 0.796
C -3.457 6.169 1.708
C -3.750 5.624 2.950
C -3.289 4.356 3.280
C -2.549 3.627 2.364
C -1.286 0.957 -0.515
O -0.009 0.911 -0.101
C -1.872 -0.187 -1.022
C -3.203 -0.152 -1.410
C -1.104 -1.476 -1.098
N -1.017 -2.291 -0.128
C -1.545 -1.973 1.187
C -2.977 -2.436 1.390
Te -3.445 -4.423 0.717
C -3.960 -3.722 -1.212
C -5.180 -3.082 -1.420
C -5.488 -2.557 -2.669
C -4.581 -2.670 -3.715
C -3.371 -3.320 -3.516
C -3.065 -3.850 -2.269
C -0.453 -1.828 -2.387
C 0.395 -2.935 -2.443
C 1.025 -3.272 -3.628
C 0.818 -2.504 -4.772
C -0.010 -1.393 -4.716
C -0.640 -1.054 -3.526
H -5.942 1.867 -1.253
H -5.924 0.098 -1.328
H -5.514 1.043 -2.753
H -3.952 3.024 -0.540
H -2.444 5.876 -0.167
H -3.813 7.158 1.451
H -4.336 6.189 3.663
H -3.509 3.935 4.252
H -2.184 2.638 2.613
H -3.651 -1.053 -1.818
H -1.515 -0.899 1.409
H -0.887 -2.467 1.907
H -3.674 -1.791 0.857
H -3.227 -2.390 2.449
H -5.887 -2.995 -0.604
H -6.438 -2.061 -2.825
H -4.822 -2.258 -4.687
H -2.656 -3.408 -4.325
H -2.114 -4.340 -2.106
H 0.554 -3.509 -1.540
H 1.685 -4.129 -3.663
H 1.312 -2.767 -5.699
H -0.160 -0.782 -5.597
H -1.274 -0.176 -3.485
O 3.084 -0.966 -3.654
As 3.465 -0.459 -2.016
O 1.848 -0.328 -1.430
O 4.290 -1.502 -1.094
C 4.528 1.117 -2.456
C 5.312 0.823 -3.581
C 6.296 1.679 -4.037
C 6.527 2.871 -3.371
C 5.767 3.188 -2.264
C 4.785 2.324 -1.798
S 2.562 2.747 -0.443
O 1.985 2.492 -1.731
O 4.171 2.796 -0.644
O 2.672 1.246 0.353
H 2.257 -1.487 -3.651
H 5.140 -0.101 -4.115
H 6.878 1.409 -4.908
H 7.294 3.555 -3.710
H 5.914 4.113 -1.723
F 4.898 -4.885 3.694
C 4.096 -4.092 2.976
C 4.430 -2.764 2.773
F 5.554 -2.271 3.293
C 3.595 -1.950 2.031
F 3.918 -0.668 1.848
C 2.413 -2.438 1.479
O 1.595 -1.680 0.744
C 2.094 -3.778 1.695
F 0.966 -4.276 1.171
C 2.925 -4.598 2.434
F 2.602 -5.882 2.628
O 1.018 2.492 2.275
C 1.149 1.417 2.821
O 1.126 0.266 2.173
C 1.344 1.290 4.298
C 1.158 2.417 5.092
C 1.346 2.336 6.462
C 1.732 1.133 7.039
C 1.923 0.008 6.248
C 1.724 0.084 4.878
H 0.875 3.346 4.615
H 1.199 3.211 7.080
H 1.885 1.072 8.109
H 2.227 -0.927 6.698
H 1.859 -0.787 4.250

E_LUMO = -2.153 eV
Strongest force on any atom = 0.78 eV Å⁻¹
Energy relative to the best compared isomer or geometry (same formula, charge and spin) = 2.679 eV
HOMO-LUMO gap = 5.842 eV
E = -192581.7473 eV
Charge = 0

Löwdin population analysis, charges in e, atoms 1 to 99: V 1.14; C -0.03; C -0.22; C 0.04; C -0.04; C -0.29; O 0.12; C -0.17; C -0.02; C -0.08; C -0.08; C -0.07; C -0.02; C -0.19; O -0.12; C -0.09; C 0.04; C -0.22; N 0.11; C -0.30; C -0.48; Te 1.26; C -0.57; C -0.16; C -0.11; C -0.09; C -0.08; C -0.15; C -0.18; C -0.03; C -0.08; C -0.11; C -0.07; C -0.01; H 0.08; H 0.07; H 0.09; H 0.13; H 0.12; H 0.10; H 0.10; H 0.10; H 0.12; H 0.10; H 0.11; H 0.11; H 0.04; H 0.04; H 0.09; H 0.10; H 0.11; H 0.11; H 0.09; H 0.12; H 0.12; H 0.12; H 0.11; H 0.12; O -0.23; As 1.00; O -0.44; O -0.39; C -0.16; C -0.09; C -0.07; C -0.06; C 0.00; C -0.29; S 1.02; O -0.35; O -0.25; O -0.48; H 0.00; H 0.10; H 0.11; H 0.11; H 0.13; F 0.13; C -0.13; C -0.13; F 0.13; C -0.14; F 0.12; C -0.18; O -0.13; C -0.12; F 0.12; C -0.13; F 0.13; O 0.08; C -0.51; O -0.13; C -0.12; C -0.02; C -0.07; C -0.08; C -0.07; C -0.01; H 0.12


ORCA calculation (wB97M-V/def2-TZVPD) on a structure of composition C48H34N6NiO in a non-equilibrium geometry.

Atoms and positions in Å:
Ni 1.491 -0.996 -0.752
C 5.547 -1.009 -1.737
C 6.125 -0.811 -0.488
C 5.321 -0.715 0.634
C 3.932 -0.824 0.522
C 3.364 -1.023 -0.734
C 4.169 -1.117 -1.857
C 3.024 -0.737 1.685
C 3.529 -0.653 3.009
C 2.668 -0.609 4.055
C 1.275 -0.638 3.817
C 0.330 -0.589 4.867
C -1.006 -0.614 4.599
C -1.445 -0.693 3.260
C -0.552 -0.751 2.229
C 0.839 -0.723 2.477
N 1.727 -0.782 1.433
H 6.172 -1.076 -2.619
H 7.199 -0.728 -0.389
H 5.790 -0.547 1.594
H 3.724 -1.273 -2.832
H 4.594 -0.640 3.180
H 3.033 -0.557 5.074
H 0.693 -0.527 5.886
H -1.727 -0.578 5.405
H -2.505 -0.709 3.041
H -0.902 -0.822 1.213
C -6.709 9.775 -0.386
O -7.115 8.421 -0.309
C -6.145 7.471 -0.362
C -4.784 7.740 -0.473
C -3.881 6.690 -0.548
C -4.306 5.369 -0.508
C -5.673 5.116 -0.379
C -6.583 6.150 -0.306
C -3.313 4.295 -0.610
N -2.014 4.472 -0.660
C -1.477 3.210 -0.747
C -2.469 2.261 -0.752
N -3.644 2.968 -0.666
C -2.236 0.847 -0.856
C -3.184 -0.149 -0.904
C -2.763 -1.496 -1.022
C -1.418 -1.777 -1.038
N -0.473 -0.831 -0.970
C -0.857 0.492 -0.913
C 0.172 1.440 -0.908
N 1.466 0.960 -0.992
C 2.465 1.848 -1.036
C 2.273 3.211 -0.990
C 0.968 3.719 -0.877
C -0.086 2.840 -0.839
H -7.620 10.365 -0.345
H -6.188 9.980 -1.324
H -6.065 10.045 0.455
H -4.416 8.754 -0.505
H -2.822 6.886 -0.648
H -6.050 4.101 -0.336
H -7.643 5.959 -0.209
H -4.569 2.580 -0.644
H -4.239 0.091 -0.857
H -3.477 -2.305 -1.081
H -1.060 -2.799 -1.095
H 3.466 1.443 -1.112
H 3.130 3.867 -1.039
H 0.776 4.782 -0.825
N 1.634 -2.736 -1.122
C 1.751 -3.969 -0.955
C 0.985 -4.892 -1.865
C 0.306 -5.980 -1.327
C -0.558 -6.726 -2.118
C -0.730 -6.405 -3.456
C -0.034 -5.333 -4.003
C 0.810 -4.575 -3.208
C 2.594 -4.598 0.115
C 3.368 -5.719 -0.175
C 4.181 -6.279 0.799
C 4.222 -5.731 2.074
C 3.446 -4.618 2.370
C 2.637 -4.057 1.394
H 0.439 -6.231 -0.281
H -1.105 -7.554 -1.684
H -1.408 -6.983 -4.070
H -0.165 -5.078 -5.046
H 1.332 -3.718 -3.615
H 3.338 -6.146 -1.170
H 4.779 -7.151 0.565
H 4.851 -6.174 2.835
H 3.466 -4.190 3.364
H 2.012 -3.205 1.622

E_LUMO (alpha / beta) = -0.176 / -0.162 eV
Strongest force on any atom = 1.05 eV Å⁻¹
Energy relative to the best compared isomer or geometry (same formula, charge and spin) = 0.301 eV
2S+1 = 3
⟨S²⟩ = 2.053
HOMO-LUMO gap (alpha / beta) = 4.660 / 7.187 eV
E = -102360.0349 eV
Charge = 0

List of Löwdin charges in e, atom by atom: Ni 0.57; C -0.08; C -0.08; C -0.03; C -0.17; C -0.17; C -0.09; C -0.21; C 0.01; C 0.00; C -0.15; C -0.04; C -0.08; C -0.06; C 0.01; C -0.17; N 0.14; H 0.10; H 0.10; H 0.10; H 0.11; H 0.10; H 0.12; H 0.11; H 0.10; H 0.11; H 0.08; C -0.08; O -0.08; C -0.28; C -0.01; C -0.01; C -0.16; C -0.03; C 0.00; C -0.27; N 0.19; C -0.17; C -0.13; N 0.18; C -0.10; C -0.03; C -0.08; C -0.14; N -0.01; C -0.17; C -0.14; N 0.04; C -0.12; C -0.07; C -0.01; C -0.09; H 0.09; H 0.10; H 0.09; H 0.10; H 0.11; H 0.10; H 0.12; H 0.14; H 0.10; H 0.09; H 0.11; H 0.11; H 0.10; H 0.11; N 0.10; C -0.29; C -0.19; C -0.04; C -0.08; C -0.09; C -0.08; C -0.04; C -0.17; C -0.03; C -0.08; C -0.09; C -0.08; C -0.03; H 0.12; H 0.10; H 0.10; H 0.10; H 0.11; H 0.12; H 0.10; H 0.10; H 0.10; H 0.10


ORCA calculation (wB97M-V/def2-TZVPD) on a structure of composition C48H36Br4NO3P2Pt.

Atoms and positions in Å:
Pt -0.284 -0.388 0.009
Br 0.764 2.481 6.263
C 0.720 2.163 4.398
C 1.135 3.145 3.512
Br 1.741 4.825 4.132
C 1.101 2.881 2.136
Br 1.526 4.201 0.843
C 0.712 1.646 1.647
O 0.719 1.361 0.354
C 0.262 0.633 2.556
O -0.168 -0.513 2.072
C 0.266 0.928 3.916
Br -0.456 -0.392 5.059
O 2.227 0.580 -1.909
C 1.647 1.532 -2.705
C 2.436 2.293 -3.568
C 1.848 3.176 -4.453
C 0.465 3.279 -4.515
C -0.309 2.475 -3.701
C 0.257 1.597 -2.773
P -0.872 0.416 -1.937
C -2.314 1.440 -1.468
C -3.508 0.808 -1.120
C -4.566 1.544 -0.611
C -4.434 2.911 -0.410
C -3.232 3.536 -0.705
C -2.175 2.806 -1.232
C -1.358 -0.524 -3.439
C -2.658 -0.646 -3.916
C -2.916 -1.350 -5.086
C -1.880 -1.936 -5.793
C -0.576 -1.804 -5.335
C -0.320 -1.101 -4.172
C 3.213 0.851 -0.991
C 3.879 2.066 -0.899
C 4.954 2.186 -0.033
C 5.387 1.104 0.718
C 4.676 -0.084 0.656
C 3.552 -0.217 -0.153
P 2.441 -1.681 -0.128
C 3.647 -2.952 -0.725
C 3.918 -2.915 -2.096
C 4.797 -3.812 -2.678
C 5.416 -4.782 -1.898
C 5.148 -4.835 -0.539
C 4.272 -3.927 0.044
C 2.324 -2.133 1.642
C 1.658 -3.337 1.883
C 1.409 -3.769 3.175
C 1.801 -2.988 4.254
C 2.422 -1.772 4.028
C 2.675 -1.342 2.732
H 3.508 2.161 -3.545
H 2.472 3.766 -5.113
H -0.006 3.960 -5.212
H -1.389 2.514 -3.788
H -3.593 -0.271 -1.190
H -5.484 1.039 -0.339
H -5.255 3.481 0.007
H -3.103 4.593 -0.511
H -1.228 3.297 -1.418
H -3.481 -0.187 -3.391
H -3.935 -1.440 -5.439
H -2.085 -2.488 -6.702
H 0.244 -2.248 -5.885
H 0.704 -0.992 -3.832
H 3.551 2.923 -1.465
H 5.459 3.141 0.046
H 6.249 1.193 1.366
H 4.983 -0.926 1.263
H 3.425 -2.168 -2.711
H 4.995 -3.761 -3.742
H 6.098 -5.492 -2.348
H 5.624 -5.587 0.079
H 4.079 -3.980 1.109
H 1.310 -3.934 1.046
H 0.885 -4.702 3.336
H 1.586 -3.308 5.266
H 2.682 -1.131 4.861
H 3.116 -0.367 2.583
C -3.105 -1.350 1.544
C -2.623 -2.236 0.441
C -3.275 -3.318 -0.110
C -2.422 -3.855 -1.104
C -1.287 -3.076 -1.124
C -0.024 -3.353 -1.869
N -1.411 -2.073 -0.191
H -4.116 -1.653 1.825
H -3.130 -0.296 1.256
H -2.460 -1.412 2.422
H -4.243 -3.684 0.200
H -2.583 -4.735 -1.710
H -0.238 -3.962 -2.749
H 0.694 -3.902 -1.248
H 0.490 -2.444 -2.179

E_LUMO = 2.272 eV
Strongest force on any atom = 0.55 eV Å⁻¹
Energy relative to the best compared isomer or geometry (same formula, charge and spin) = 0.000 eV
HOMO-LUMO gap = 6.644 eV
E = -359991.0343 eV
Charge = -1

List of Löwdin charges in e, atom by atom: Pt 1.02; Br 0.67; C -0.76; C -0.77; Br 0.67; C -0.63; Br 0.75; C -0.40; O -0.30; C -0.42; O -0.27; C -0.63; Br 0.79; O -0.05; C -0.26; C -0.01; C -0.07; C -0.08; C -0.09; C -0.24; P 0.96; C -0.33; C -0.12; C -0.08; C -0.09; C -0.07; C -0.09; C -0.30; C -0.06; C -0.08; C -0.09; C -0.08; C -0.11; C -0.26; C -0.05; C -0.08; C -0.09; C -0.09; C -0.27; P 1.12; C -0.34; C -0.10; C -0.10; C -0.11; C -0.09; C -0.08; C -0.38; C -0.12; C -0.08; C -0.12; C -0.12; C -0.10; H 0.12; H 0.10; H 0.10; H 0.11; H 0.10; H 0.11; H 0.10; H 0.10; H 0.10; H 0.09; H 0.10; H 0.10; H 0.10; H 0.10; H 0.09; H 0.10; H 0.10; H 0.11; H 0.10; H 0.10; H 0.09; H 0.10; H 0.10; H 0.10; H 0.10; H 0.10; H 0.10; H 0.10; C -0.06; C -0.39; C -0.10; C -0.09; C -0.40; C -0.08; N -0.12; H 0.07; H 0.05; H 0.05; H 0.08; H 0.08; H 0.08; H 0.05; H 0.01


ORCA calculation (wB97M-V/def2-TZVPD) on a structure of composition C48H39AsNP2PdSe2.

Atoms and positions in Å:
Pd -0.428 0.050 -0.136
N 2.711 1.246 -0.052
C 3.119 1.024 1.234
C 4.485 1.185 1.547
C 4.961 0.971 2.821
C 4.089 0.590 3.840
C 2.751 0.416 3.540
C 2.239 0.604 2.254
P 0.460 0.228 1.918
C 0.381 -1.567 2.281
C 1.501 -2.386 2.394
C 1.370 -3.771 2.427
C 0.121 -4.356 2.366
C -1.007 -3.547 2.278
C -0.878 -2.169 2.228
C -0.250 1.001 3.421
C -0.716 0.319 4.541
C -1.203 1.016 5.641
C -1.211 2.402 5.641
C -0.751 3.092 4.527
C -0.293 2.397 3.420
H 1.726 1.366 -0.243
H 3.339 1.725 -0.672
H 5.161 1.491 0.755
H 6.016 1.109 3.026
H 4.447 0.431 4.849
H 2.073 0.114 4.331
H 2.490 -1.948 2.443
H 2.257 -4.391 2.490
H 0.021 -5.435 2.369
H -1.990 -3.998 2.218
H -1.756 -1.544 2.106
H -0.694 -0.764 4.559
H -1.567 0.471 6.503
H -1.582 2.943 6.504
H -0.767 4.175 4.508
H 0.030 2.939 2.536
Se -2.923 0.077 -0.987
P -2.208 2.116 -1.204
Se -0.267 2.520 -2.041
C -3.478 2.972 -2.239
C -4.822 2.842 -1.892
C -5.803 3.485 -2.629
C -5.452 4.263 -3.727
C -4.118 4.390 -4.079
C -3.133 3.749 -3.335
C -2.489 3.034 0.364
C -1.979 4.322 0.482
C -2.313 5.102 1.581
C -3.148 4.595 2.567
C -3.632 3.298 2.464
C -3.303 2.518 1.365
H -5.099 2.221 -1.049
H -6.844 3.378 -2.351
H -6.220 4.763 -4.305
H -3.838 4.990 -4.937
H -2.089 3.843 -3.606
H -1.320 4.701 -0.291
H -1.918 6.107 1.667
H -3.408 5.204 3.425
H -4.255 2.887 3.249
H -3.662 1.500 1.276
C -0.780 -5.994 -0.986
C 0.580 -5.784 -1.162
C 1.069 -4.496 -1.337
C 0.206 -3.405 -1.321
C -1.156 -3.623 -1.125
C -1.648 -4.911 -0.974
As 0.782 -1.553 -1.525
C 2.688 -1.813 -1.787
C 3.655 -1.987 -0.812
C 4.991 -2.105 -1.174
C 5.354 -2.036 -2.514
C 4.389 -1.844 -3.494
C 3.050 -1.731 -3.139
C 1.928 -1.485 -4.070
C 2.020 -1.321 -5.448
C 0.877 -1.043 -6.184
C -0.357 -0.907 -5.557
C -0.457 -1.062 -4.180
C 0.680 -1.374 -3.453
H -1.161 -7.000 -0.854
H 1.265 -6.624 -1.168
H 2.131 -4.340 -1.484
H -1.824 -2.769 -1.080
H -2.710 -5.068 -0.830
H 3.366 -2.012 0.233
H 5.753 -2.237 -0.415
H 6.396 -2.122 -2.797
H 4.688 -1.777 -4.534
H 2.978 -1.398 -5.950
H 0.952 -0.913 -7.257
H -1.235 -0.660 -6.139
H -1.402 -0.914 -3.668

E_LUMO = 2.571 eV
Strongest force on any atom = 0.40 eV Å⁻¹
Energy relative to the best compared isomer or geometry (same formula, charge and spin) = 0.000 eV
HOMO-LUMO gap = 6.304 eV
E = -265493.6566 eV
Charge = -1

List of Löwdin charges in e, atom by atom: Pd -0.17; N 0.10; C -0.33; C -0.05; C -0.11; C -0.11; C -0.11; C -0.29; P 0.95; C -0.38; C -0.10; C -0.09; C -0.11; C -0.09; C -0.13; C -0.35; C -0.09; C -0.10; C -0.10; C -0.10; C -0.10; H -0.04; H 0.09; H 0.10; H 0.09; H 0.09; H 0.11; H 0.09; H 0.10; H 0.10; H 0.10; H 0.10; H 0.10; H 0.09; H 0.09; H 0.10; H 0.11; Se 0.24; P 0.07; Se 0.22; C -0.39; C -0.11; C -0.09; C -0.11; C -0.10; C -0.12; C -0.40; C -0.11; C -0.09; C -0.12; C -0.09; C -0.12; H 0.08; H 0.10; H 0.09; H 0.10; H 0.04; H 0.07; H 0.10; H 0.10; H 0.10; H 0.05; C -0.11; C -0.10; C -0.10; C -0.34; C -0.12; C -0.10; As 1.29; C -0.32; C -0.10; C -0.09; C -0.10; C -0.04; C -0.19; C -0.19; C -0.04; C -0.10; C -0.09; C -0.09; C -0.30; H 0.09; H 0.10; H 0.09; H 0.05; H 0.10; H 0.09; H 0.10; H 0.09; H 0.10; H 0.10; H 0.09; H 0.10; H 0.08